Molecular formula: C3Br2O
Method: DFT, wB97M-V/def2-TZVPD

2S+1: 1
LUMO level: -1.566 eV
HOMO: -10.13 eV
SMILES: O=C(Br)C#CBr
Total energy: -5337.4306 Ha
Net charge: 0
HOMO-LUMO gap: 8.567 eV

Element x y z (Å)
O (0.1804, 1.7643, 0.6708)
C (-0.3781, 1.0014, -0.0162)
Br (-2.5330, 0.1461, 0.4777)
C (0.3429, 0.1488, -1.0007)
C (0.9714, -0.8252, -0.4699)
Br (1.4164, -2.2353, 0.3382)

Atomic forces in eV per Å
O -1.72 0.31 -0.16
C 0.81 -1.16 0.16
Br 2.25 1.01 -0.64
C 0.62 -2.54 2.49
C -3.11 5.03 -3.04
Br 1.15 -2.65 1.20